The following is a quantum chemistry calculation of a cluster of 3 separate species, C3H10O4 in total at a distorted geometry, from the Open Molecules 2025 dataset.

The calculation puts the orbital gap (spin up / spin down) at 7.53 / 3.86 eV. The calculation puts the HOMO energy (spin up / spin down) at -13.8 / -13.8 eV. For the relative energy (zero: lowest compared OMol25 entry of this formula, charge and spin), the calculation gives 29.92 kcal per mole. The total energy is -420.859207 a.u. As for the expectation value of S²: 0.757.

```
! wB97M-V def2-TZVPD RIJCOSX def2/J DEFGRID3
* xyz 1 2
O 1.47670 -1.80557 1.33738
C 1.31453 -1.37784 0.24666
C 0.15514 -1.81552 -0.60036
C -1.17182 -1.11450 -0.17919
O -1.05688 0.27610 0.09996
H 2.10353 -0.67962 -0.13496
H -0.07697 -2.88073 -0.47890
H 0.42041 -1.63844 -1.63024
H -1.55351 -1.56183 0.72835
H -1.82453 -1.20829 -1.03091
H -0.65564 0.38254 0.96997
H -2.78795 3.45191 -1.11673
H -1.39363 2.75840 -0.99156
O -2.01767 3.15865 -1.61511
H 2.82124 1.92532 1.73118
H 1.69210 0.93955 1.50160
O 2.55497 1.18988 1.16285
*
```